No. 1
C16H14BBrMoO2 as an isolated structure at a distorted geometry. Source: the Open Molecules 2025 dataset; level of theory: ωB97M-V/def2-TZVPD.

The geometry in XYZ format:
```
35
Properties=species:S:1:pos:R:3:forces:R:3
C -1.670701 -0.981660 -1.600604 -1.10 0.35 -0.01
C -2.316988 -2.132491 -0.991979 0.66 0.39 0.08
C -3.371236 -1.670513 -0.105218 0.58 0.77 -0.71
H -2.067134 -3.157773 -1.212660 0.08 -0.02 0.16
C -3.439701 -0.235168 -0.271044 0.18 0.28 -0.51
C -2.387658 0.192154 -1.153957 -0.81 -0.89 -0.62
H -2.213041 1.202487 -1.526160 0.09 -0.31 0.49
H -0.833158 -0.964556 -2.312947 -0.41 -0.11 0.61
H -4.030305 -2.278887 0.509142 0.20 0.16 -0.25
H -4.215850 0.410488 0.130461 0.40 -0.08 0.13
Mo -1.460297 -0.851408 0.578115 0.48 -0.38 0.68
Br 0.882508 -1.723219 1.678640 -0.29 0.44 0.09
C 2.876322 1.625890 0.329937 -0.13 -0.07 -0.64
C 2.049878 2.443963 -0.510077 -0.45 -0.91 0.45
C 1.838640 1.741781 -1.733949 0.34 -0.53 0.24
H 1.606289 3.407897 -0.237650 0.14 -0.42 -0.08
C 2.639026 0.557363 -1.707496 -0.39 0.30 0.89
C 3.259440 0.471234 -0.415127 -0.38 0.81 -0.43
H 4.029484 -0.236639 -0.110951 -0.28 0.01 -0.06
H 3.165742 1.837608 1.365838 0.03 0.07 -0.51
H 1.116260 1.991375 -2.522771 0.59 0.17 0.23
H 2.756517 -0.152875 -2.524538 -0.03 0.13 0.18
O -1.039871 -0.538640 3.567754 0.20 -0.05 -1.65
B 0.229279 -0.458287 2.991933 0.70 1.05 1.08
O 0.961624 0.620960 3.486869 -0.86 -0.66 -0.68
C 0.091977 1.261111 4.359705 -0.11 -0.77 0.98
C 0.435778 2.108428 5.402027 -0.22 0.41 0.00
C -0.510163 2.325260 6.417000 0.05 0.07 -0.35
C -1.721689 1.641582 6.442837 -0.03 -0.31 -0.71
C -2.017727 0.707781 5.434427 -0.26 0.39 0.19
C -1.130012 0.580098 4.384588 0.78 -0.07 1.29
H 1.411582 2.574446 5.470174 -0.05 -0.10 -0.18
H -0.293375 3.022882 7.222001 0.12 -0.15 -0.18
H -2.422299 1.796843 7.257796 0.13 -0.07 -0.13
H -2.882142 0.058287 5.510585 0.02 0.09 -0.09
```
Positions in Å, forces in eV/Å.

Values from the calculation:
- Electronic energy: -93484.735 eV
- Total charge: 0
- 2S+1: 3
- HOMO (spin up / spin down): -5.27 / -5.23 eV



No. 2
One molecule with the formula C18H30O2. Source: the Open Molecules 2025 dataset; level of theory: ωB97M-V/def2-TZVPD.

The geometry in XYZ format:
```
50
Properties=species:S:1:pos:R:3:forces:R:3
C -1.150400 0.878999 -3.054107 -0.01 0.15 0.12
C -1.906094 1.805899 -2.102460 0.03 -0.09 -0.05
C -3.271385 1.267606 -1.810599 0.08 0.13 -0.15
C -3.837251 1.058563 -0.632340 -0.16 0.06 0.16
C -3.234895 1.297241 0.724427 0.03 0.01 -0.21
C -3.320621 0.030576 1.531426 -0.08 0.19 0.20
C -2.457198 -0.975195 1.498221 0.23 -0.13 0.18
C -1.208119 -1.040408 0.675447 -0.03 0.02 -0.14
C -1.377604 -1.917110 -0.533401 -0.08 -0.11 0.01
C -0.396443 -2.547432 -1.163571 0.06 -0.21 -0.02
C 1.053592 -2.499391 -0.779297 -0.04 0.28 -0.04
C 1.698137 -1.179460 -1.221431 0.29 -0.24 0.02
C 3.192845 -1.088681 -0.909401 -0.09 0.03 0.09
C 3.565745 -1.242141 0.568785 -0.16 0.04 -0.04
C 2.788099 -0.345690 1.532512 0.31 0.06 -0.19
C 2.986317 1.147926 1.286384 -0.19 -0.15 0.19
C 2.123079 1.979719 2.243888 0.09 -0.04 -0.14
C 0.666730 1.761706 1.925216 -0.02 0.13 -0.05
O 0.148686 2.012581 0.867262 0.07 0.11 -0.27
O -0.009925 1.227314 2.943555 -0.13 -0.25 0.59
H -0.162512 1.280764 -3.267828 0.12 -0.01 -0.08
H -1.689456 0.769988 -3.993501 -0.03 -0.04 -0.12
H -1.034727 -0.106087 -2.607261 0.04 -0.09 -0.02
H -1.322712 1.943970 -1.193926 0.00 0.08 0.05
H -2.015456 2.787122 -2.576273 0.05 0.03 0.06
H -3.845257 1.033327 -2.700373 -0.15 -0.08 -0.05
H -4.844493 0.659778 -0.599525 -0.11 -0.06 -0.12
H -3.807777 2.081897 1.228501 0.09 0.00 0.02
H -2.207397 1.641309 0.621934 0.01 0.06 0.07
H -4.205715 -0.065288 2.148289 -0.06 -0.12 0.09
H -2.654955 -1.857193 2.095372 -0.13 -0.06 0.08
H -0.934786 -0.043269 0.325387 0.09 0.06 0.10
H -0.390513 -1.426830 1.291695 0.06 0.13 -0.01
H -2.390488 -1.988479 -0.906605 -0.09 -0.03 -0.15
H -0.631039 -3.123864 -2.048680 -0.13 -0.03 -0.11
H 1.585340 -3.330659 -1.246798 0.04 -0.04 0.08
H 1.151023 -2.606753 0.302900 0.07 -0.07 0.06
H 1.569233 -1.076192 -2.301771 -0.08 0.09 0.01
H 1.172085 -0.346430 -0.755919 -0.12 0.12 0.00
H 3.558332 -0.126476 -1.274568 0.07 -0.01 -0.07
H 3.720042 -1.866256 -1.468619 0.05 0.05 -0.08
H 3.410194 -2.280496 0.869562 0.08 -0.04 0.03
H 4.633639 -1.033203 0.673046 0.04 -0.08 0.05
H 3.104789 -0.579736 2.552715 -0.10 0.00 0.04
H 1.725137 -0.577090 1.463275 -0.14 -0.07 0.06
H 2.702071 1.400770 0.264580 0.06 0.06 -0.05
H 4.036581 1.410216 1.425540 0.02 0.04 -0.05
H 2.307169 1.700476 3.280884 0.05 0.07 -0.01
H 2.344493 3.039634 2.106780 -0.09 0.00 0.06
H -0.936141 1.052427 2.700670 0.09 0.06 -0.23
```
Positions in Å, forces in eV/Å.

Values from the calculation:
- Electronic energy: -23247.318 eV
- Total charge: 0
- HOMO: -8.85 eV



No. 3
A 2-piece molecular cluster, C2H2BrCl2NO overall at a distorted geometry. Source: the Open Molecules 2025 dataset; level of theory: ωB97M-V/def2-TZVPD.

The geometry in XYZ format:
```
9
Properties=species:S:1:pos:R:3:forces:R:3
C -0.342296 0.671698 0.552664 1.94 -0.17 -1.96
C 1.363163 0.124668 -0.532490 -2.70 1.20 1.88
N -1.130977 -0.365041 0.355998 -2.66 -0.17 1.10
O -0.508768 1.744750 1.019115 0.30 -0.12 0.22
Cl 0.746529 0.015868 -2.173467 0.54 0.24 0.09
Cl 1.673534 -1.468841 0.135331 0.78 0.19 -0.15
Br -3.032108 -0.420312 1.082011 2.38 0.19 -0.84
H 2.136624 0.935245 -0.357412 -0.94 -1.34 -0.28
H -0.905702 -1.238036 -0.081750 0.35 -0.02 -0.04
```
Positions in Å, forces in eV/Å.

Values from the calculation:
- Electronic energy: -100728.749 eV
- Total charge: 0
- HOMO (spin up / spin down): -9.24 / -9.24 eV



No. 4
C13H7F3N2O4RuS as an isolated structure at a distorted geometry. Source: the Open Molecules 2025 dataset; level of theory: ωB97M-V/def2-TZVPD.

The geometry in XYZ format:
```
31
Properties=species:S:1:pos:R:3:forces:R:3
Ru 0.630012 0.421981 -0.445186 0.13 0.81 0.78
O -0.655435 3.080525 2.325274 -0.06 0.05 0.11
C -0.019799 2.230219 1.615148 0.15 -0.07 -0.30
O -0.284663 2.004661 0.400503 -0.32 0.30 0.35
C 1.139973 1.528545 2.202068 0.02 -0.02 0.10
C 1.776120 1.701261 3.416170 -0.07 0.01 -0.07
C 2.972796 1.006174 3.618090 0.12 -0.07 0.02
C 3.528196 0.226722 2.609213 -0.07 0.07 0.05
C 2.817040 0.115636 1.420242 0.27 -0.04 -0.03
N 1.658123 0.714482 1.279210 -0.22 0.05 -0.08
C 3.228645 -0.495622 0.104784 -0.13 0.03 0.14
O 4.141380 -1.195086 -0.121444 0.11 -0.03 -0.06
O 2.345552 -0.048721 -0.890778 0.16 -0.38 -0.53
H -1.382763 3.531284 1.851819 0.05 -0.04 -0.02
H 1.373661 2.361868 4.172375 -0.01 0.01 -0.02
H 3.496040 1.108650 4.559785 -0.02 0.02 0.00
H 4.486459 -0.261992 2.727912 -0.01 -0.02 -0.03
F -3.990542 -3.455799 -1.751886 0.01 0.02 0.00
C -2.726017 -3.173515 -1.478223 -0.03 -0.09 0.05
F -2.540507 -3.257894 -0.146627 -0.02 0.01 -0.03
F -1.941939 -4.082457 -2.056029 -0.02 0.04 -0.01
C -2.359581 -1.783763 -1.952808 0.02 -0.09 0.10
C -2.941945 -1.206709 -3.082417 -0.02 0.09 -0.13
C -2.534832 0.044768 -3.523829 -0.16 -0.21 0.02
C -1.534599 0.705621 -2.837866 0.19 0.00 0.19
N -0.994908 0.156257 -1.741662 0.19 -0.33 -0.37
C -1.398613 -1.050919 -1.311625 0.14 0.14 0.18
S -0.414573 -1.356818 0.180907 -0.43 -0.27 -0.39
H -3.717337 -1.747840 -3.611018 0.00 0.00 0.00
H -2.990298 0.503548 -4.388861 0.01 0.00 -0.02
H -1.165660 1.674918 -3.143238 0.03 0.00 0.01
```
Positions in Å, forces in eV/Å.

Values from the calculation:
- Electronic energy: -46318.354 eV
- Total charge: +2
- HOMO (spin up / spin down): -16.38 / -16.43 eV



No. 5
A 3-piece molecular cluster, C4H13N2 overall at a distorted geometry. Source: the Open Molecules 2025 dataset; level of theory: ωB97M-V/def2-TZVPD.

The geometry in XYZ format:
```
19
Properties=species:S:1:pos:R:3:forces:R:3
C -0.321148 0.844310 -0.406489 0.72 -2.24 -2.30
N -1.496937 0.148378 -0.392665 2.09 -0.95 0.54
C 0.780367 0.333747 0.385140 0.76 0.83 2.31
N -2.323669 1.322918 1.984378 0.24 0.20 -0.33
C 3.200895 0.205054 0.908089 0.99 0.36 0.58
C 2.067703 0.781797 0.214630 -2.64 -0.28 -2.22
H -0.130932 1.504444 -1.258013 0.41 -0.25 -0.05
H -1.134284 1.409152 0.282741 -1.37 0.56 0.89
H -1.900274 -0.099126 -1.307812 -0.71 1.87 -0.14
H -1.930803 -5.958024 -5.125000 -0.05 0.13 0.01
H 0.575492 -0.326498 1.237504 -0.30 0.03 -0.60
H -2.304714 0.860476 1.085344 -1.19 -0.45 0.80
H -3.155593 1.894886 2.072245 0.10 0.12 -0.08
H -2.366651 0.610767 2.704801 0.19 0.04 0.02
H 2.802266 -0.537844 1.595039 0.54 -0.05 0.19
H 4.077336 -0.153551 0.349600 -0.78 -0.33 -0.57
H 3.747724 1.001060 1.430883 -0.47 0.14 0.50
H -2.208086 -5.267513 -5.088614 0.05 -0.13 -0.01
H 2.021315 1.425571 -0.671809 1.41 0.39 0.47
```
Positions in Å, forces in eV/Å.

Values from the calculation:
- Electronic energy: -7326.041 eV
- Total charge: +1
- HOMO: -14.37 eV



No. 6
A 2-piece molecular cluster, C4H10N3O overall at a distorted geometry. Source: the Open Molecules 2025 dataset; level of theory: ωB97M-V/def2-TZVPD.

The geometry in XYZ format:
```
18
Properties=species:S:1:pos:R:3:forces:R:3
C 2.652908 0.326840 0.344030 -1.04 -0.31 -1.08
C -1.975629 -0.145657 0.847856 -1.58 0.76 0.29
C -0.216147 -1.780876 0.342843 -2.22 -0.09 0.67
C -0.375392 0.361836 -0.856876 -0.58 -1.36 0.42
N 1.574253 0.954293 0.106851 -0.07 -0.03 1.15
N -0.853520 -0.444615 0.113854 0.36 -0.45 -0.60
N -0.963599 1.411951 -1.286592 -1.40 1.55 0.27
O -2.666908 0.841774 0.769176 0.84 0.21 -0.52
H 3.505948 0.868559 0.651479 1.12 0.13 0.82
H 2.720308 -0.760234 0.107003 0.15 0.92 0.04
H -2.288131 -0.928235 1.519123 0.15 -0.63 0.45
H 0.816606 -1.529973 0.717929 -1.25 -1.17 -0.20
H -1.042999 -2.174552 1.098836 2.80 0.03 -1.06
H -0.326168 -2.481934 -0.562444 0.63 1.35 1.22
H 0.332412 -0.080695 -1.477353 1.05 -0.58 -0.91
H 1.544494 1.912449 0.492052 0.45 -0.32 -0.60
H -0.652241 1.859850 -2.123231 0.22 0.16 -0.33
H -1.786202 1.789226 -0.804540 0.37 -0.18 -0.03
```
Positions in Å, forces in eV/Å.

Values from the calculation:
- Electronic energy: -10820.044 eV
- Total charge: +1
- HOMO: -14.53 eV



What is the electronic energy in the first record?
-93484.735 eV